1.
82
Properties=species:S:1:pos:R:3 method="wB97M-V/def2-TZVPD" total_charge=+2 relative_energy_ev=0.000 multiplicity=1
Bi -1.25 0.16 2.74
S 0.90 0.69 1.20
S -2.51 -1.17 -0.17
F 0.95 2.91 4.95
F -0.52 2.25 3.24
F 0.01 0.79 4.91
F -1.30 2.60 5.39
O -2.47 1.44 1.52
O -1.58 -1.25 1.08
O 0.69 1.97 0.54
N -3.06 3.57 2.07
C -2.41 2.72 1.36
C -3.00 -2.97 -2.08
C 2.32 -3.51 -2.81
C 1.62 -3.60 -3.98
C -0.98 -4.72 -1.31
C 4.06 1.91 3.28
C -2.91 5.01 1.84
C -1.58 -6.33 -3.14
C 3.06 1.83 2.32
C -0.53 0.31 -1.51
C -2.79 -4.15 -2.78
C -1.78 -5.04 -2.40
C -2.55 2.03 -2.49
C 0.20 -1.76 -3.34
C 1.17 1.68 -2.69
C -1.16 -3.54 -0.60
C -1.19 2.28 -2.83
C 4.20 0.93 4.26
C -0.18 1.42 -2.34
C 1.97 -2.53 -1.85
C -1.86 0.12 -1.21
C 2.21 0.74 2.36
C -2.17 -2.68 -1.01
C 0.55 -2.72 -4.25
C 3.32 -0.15 4.27
C 0.46 3.60 -3.97
C -2.88 0.98 -1.69
C 1.28 -0.60 0.03
C 2.69 -2.42 -0.63
C 0.90 -1.64 -2.11
C 0.54 -0.66 -1.14
C -0.84 3.37 -3.65
C 5.26 1.05 5.32
C -3.95 3.18 3.18
C 2.31 -0.25 3.33
C 1.48 2.74 -3.49
C 2.36 -1.47 0.29
B -0.16 2.19 4.77
H 3.15 -4.18 -2.60
H -0.19 -5.40 -1.00
H 5.81 0.11 5.42
H -4.25 2.15 3.06
H -2.16 -7.12 -2.67
H 0.02 -2.80 -5.18
H 4.81 1.26 6.29
H 0.73 4.44 -4.61
H -1.80 3.11 0.55
H -2.14 5.18 1.09
H -3.42 -4.39 -3.63
H -3.32 2.68 -2.88
H -0.53 -3.29 0.24
H -3.43 3.33 4.12
H 5.97 1.84 5.09
H 3.52 -3.08 -0.45
H -4.83 3.82 3.14
H -3.80 -2.30 -2.38
H 1.89 -4.35 -4.71
H -3.91 0.79 -1.42
H 2.51 2.93 -3.76
H -0.61 -1.09 -3.57
H -3.86 5.43 1.50
H 2.93 2.61 1.58
H 4.73 2.76 3.28
H -0.53 -6.64 -3.12
H -1.90 -6.25 -4.18
H -2.62 5.49 2.77
H 1.95 1.03 -2.33
H 3.42 -0.92 5.03
H 2.95 -1.38 1.19
H 1.64 -1.11 3.35
H -1.62 4.02 -4.02



2.
89
Properties=species:S:1:pos:R:3 method="wB97M-V/def2-TZVPD" total_charge=-1 relative_energy_ev=2.402 multiplicity=1
Pb 0.13 -1.18 0.32
Te -1.74 -0.72 3.09
S -2.41 -2.12 -1.05
O 0.65 -0.99 -1.93
O -0.77 1.71 4.89
O -0.22 0.55 2.47
O -3.27 0.82 1.60
N 1.08 -3.59 0.12
N 0.92 1.34 -1.80
N 2.21 -3.76 -0.60
N -2.33 4.32 4.58
N 2.62 -0.99 0.80
N -2.13 -0.46 -3.10
N -4.71 1.54 4.66
N 0.44 1.26 -0.49
N 3.61 -1.67 0.17
N -2.89 0.49 -1.14
N -3.00 2.11 1.69
C 2.47 0.09 -6.41
C 1.89 -2.46 4.91
C 1.96 1.27 -5.89
C 4.47 0.28 0.81
C 0.28 2.40 0.04
C -0.76 -2.04 5.64
C -0.68 4.04 1.43
C -0.27 2.76 1.37
C -2.07 0.39 -5.33
C -1.22 3.79 3.82
C 4.72 -0.92 0.17
C -1.39 4.60 2.59
C -2.62 1.11 -6.38
C -2.67 3.97 3.16
C 1.50 0.17 -3.79
C -3.95 0.97 -3.95
C -4.05 2.03 3.86
C -2.53 -0.61 -1.78
C -2.73 0.32 -4.11
C -3.84 1.76 -6.24
C 0.12 -2.65 6.53
C 2.04 -4.77 -1.47
C -0.32 -1.64 4.37
C -3.29 2.69 2.81
C -0.67 2.47 3.77
C -0.40 1.90 2.56
C 2.00 -1.01 -4.32
C 2.49 -1.05 -5.61
C 0.20 -4.50 -0.32
C -4.49 1.69 -5.02
C 3.13 0.18 1.18
C 1.01 -1.87 4.01
C 1.45 -2.85 6.17
C 1.48 1.32 -4.58
C 0.50 1.40 5.48
C 0.77 -5.28 -1.33
C 0.98 0.16 -2.38
B 3.61 -3.19 -0.22
H 5.63 -1.30 -0.27
H -0.79 -4.54 0.10
H -5.45 2.18 -4.88
H -4.49 0.90 -3.02
H 0.51 3.26 -0.59
H 2.84 0.05 -7.42
H -4.27 2.32 -7.06
H 2.85 -5.07 -2.13
H -2.75 1.39 -1.59
H -2.70 3.61 5.22
H 0.98 2.30 5.87
H 4.04 -3.82 0.73
H 1.15 0.92 4.75
H -0.23 -2.95 7.51
H -1.55 -1.22 -3.40
H 2.00 -1.89 -3.69
H 4.33 -3.31 -1.20
H 2.89 -1.98 -6.01
H 0.31 0.70 6.29
H -1.11 -0.11 -5.45
H 1.38 -1.58 3.04
H 2.13 -3.30 6.87
H 0.31 -6.09 -1.88
H -0.51 4.69 0.58
H 1.93 2.17 -6.50
H 1.09 2.24 -4.16
H -1.79 -1.85 5.93
H -2.09 1.15 -7.33
H 5.14 1.10 0.97
H 2.50 0.90 1.69
H -3.12 0.48 -0.13
H -1.37 5.68 2.71
H 2.92 -2.63 4.62



The calculation returns the following max |F| values, one per record and in order: 0.3; 0.6 eV/Å.
The calculation returns the following LUMO level values, one per record and in order: -0.247; 0.069 Eh.
The calculation returns the following gap between HOMO and LUMO values, one per record and in order: 6.7; 6.7 eV.